(1)
DFT (the ωB97M-V functional and the def2-TZVPD basis) results for a 9-piece molecular cluster, H17O9 overall at a distorted geometry.

Values from the calculation:
- DFT total energy: -687.43222 Eh
- Energy above the lowest of the compared OMol25 structures with the same formula, charge and spin: 0.542 eV
- Max |F|: 3.65 eV/A
- E_HOMO: -6.57 eV
- LUMO: 3.4 eV

The geometry in ORCA input format:
```
! wB97M-V def2-TZVPD RIJCOSX def2/J DEFGRID3
* xyz -1 1
O -0.33386 -1.45334 2.21209
H -0.83886 -0.68534 2.53528
H 0.52526 -0.93170 1.92058
O -0.51078 1.35670 2.27692
H -0.15237 1.79031 1.46047
O 2.18777 -1.05024 -1.08244
H 1.92035 -0.78350 -0.13944
H 1.71503 -0.41275 -1.66329
O -1.27124 -2.84978 0.25263
H -1.05142 -2.48175 1.13060
H -0.43013 -2.95671 -0.21162
O -1.12824 1.79956 -0.90902
H -0.28570 1.92873 -0.42537
H -1.54310 2.59618 -1.13039
O -2.18094 -0.64333 -0.98525
H -2.03945 -1.46498 -0.44995
H -1.95059 0.05458 -0.43017
O 1.77078 -0.02171 1.20824
H 2.51451 0.08393 1.71331
H 0.26354 0.75116 2.43995
O 0.11064 0.70324 -2.85089
H -0.47752 1.33163 -2.37029
H -0.41485 -0.15646 -2.62209
O 1.27317 1.98369 -0.23861
H 1.54341 1.06393 0.32730
H 1.36345 1.67446 -1.15427
*
```

natural (NBO) atomic charges, in units of e: -1.0241 0.4830 0.5146 -0.9823 0.4854 -1.0323 0.4983 0.4663 -0.9943 0.5096 0.4804 -0.9947 0.4976 0.4668 -1.0092 0.4929 0.4782 -1.1701 0.4533 0.4812 -1.0224 0.4889 0.4955 -1.0531 0.5098 0.4807

---

(2)
DFT (the ωB97M-V functional and the def2-TZVPD basis) results for C45H32ClO5PPtS6Sb as an isolated structure.

Values from the calculation:
- DFT total energy: -5660.17499 Eh
- Energy above the lowest of the compared OMol25 structures with the same formula, charge and spin: 0.000 eV
- Max |F|: 0.53 eV/A
- E_HOMO: -9.70 eV
- LUMO: -5.5 eV

The geometry in ORCA input format:
```
! wB97M-V def2-TZVPD RIJCOSX def2/J DEFGRID3
* xyz 1 1
Pt 0.11989 -0.15290 -1.05838
O -5.87844 2.29140 1.28773
C -4.76561 1.98235 1.00126
C -3.94901 2.51899 -0.20223
O -4.20863 3.47073 -0.86793
C -2.69315 1.62900 -0.34779
C -2.60871 0.70259 0.90349
O -1.72153 -0.06367 1.13598
C -3.90459 0.91814 1.73241
O -4.17656 0.36395 2.75103
O -1.93720 1.63179 -1.27740
Cl 0.17549 0.53150 -3.94971
C -0.05876 -1.08633 -4.54554
C 0.30526 -1.30392 -5.86457
C 0.14193 -2.56003 -6.42297
C -0.38892 -3.58875 -5.66242
C -0.75011 -3.35785 -4.34693
C -0.59047 -2.10277 -3.75152
P -1.08124 -1.87417 -2.00220
C -1.36146 -3.56441 -1.42284
C -0.27935 -4.27366 -0.91931
C -0.41718 -5.60646 -0.56403
C -1.64370 -6.23510 -0.70909
C -2.73066 -5.53277 -1.21687
C -2.59270 -4.20393 -1.57934
C -2.75838 -1.14820 -2.06141
C -3.16884 -0.35592 -3.13277
C -4.38525 0.31337 -3.09314
C -5.20943 0.19321 -1.98687
C -4.81963 -0.61559 -0.91890
C -3.59961 -1.28113 -0.95668
H 0.71793 -0.48840 -6.44149
H 0.43376 -2.73018 -7.45040
H -0.51678 -4.57446 -6.08761
H -1.14900 -4.17590 -3.76448
H 0.66943 -3.77659 -0.81388
H 0.43348 -6.15044 -0.17422
H -1.75521 -7.27445 -0.43024
H -3.68641 -6.02506 -1.33738
H -3.43993 -3.67526 -1.99517
H -2.53460 -0.24737 -4.00222
H -4.68507 0.92919 -3.93012
H -6.16063 0.70957 -1.95561
H -5.48611 -0.75985 -0.07616
H -3.31071 -1.91637 -0.12774
C 2.76275 -2.42163 2.77178
S 2.41673 -3.96372 1.89920
C 2.67953 -3.61955 0.19926
C 2.51098 -2.50619 -0.54395
S 1.96267 -0.93886 0.00295
S 2.91491 -2.63966 -2.24449
C 3.29924 -4.33051 -2.26798
S 3.70682 -5.17480 -3.60181
S 3.24640 -5.03387 -0.67194
H 2.95764 -2.73116 3.79836
H 1.91849 -1.74260 2.73564
H 3.65136 -1.94039 2.36770
S 1.12822 1.99133 -0.83586
Sb 1.59231 2.63928 1.32968
C 0.00864 2.63748 2.71832
C -0.57478 3.84683 3.08309
C -1.60527 3.86170 4.01287
C -2.03379 2.67606 4.59372
C -1.43497 1.47072 4.24668
C -0.42093 1.44816 3.30091
C 2.19914 4.62988 1.12373
C 3.43388 5.02784 1.62400
C 3.84709 6.34218 1.45611
C 3.03131 7.24604 0.79194
C 1.80206 6.84345 0.28661
C 1.38399 5.53168 0.44510
C 3.15452 1.55917 2.21650
C 3.08596 1.18018 3.55216
C 4.13566 0.46558 4.11334
C 5.24070 0.13536 3.34187
C 5.30551 0.51619 2.00708
C 4.26068 1.22726 1.43790
H -0.22899 4.77974 2.65320
H -2.06420 4.80108 4.29129
H -2.83042 2.69005 5.32595
H -1.75973 0.54739 4.70779
H 0.03641 0.50321 3.03152
H 4.07222 4.32474 2.14684
H 4.80658 6.65801 1.84305
H 3.35652 8.26963 0.66188
H 1.17219 7.54972 -0.23748
H 0.43482 5.21519 0.02691
H 2.22931 1.44259 4.16156
H 4.09026 0.17047 5.15337
H 6.05733 -0.42178 3.78229
H 6.16736 0.25407 1.40777
H 4.29924 1.49863 0.38922
*
```

Löwdin atomic charges, in units of e: 0.3069 0.2174 -0.2276 -0.2268 0.2172 -0.2236 -0.2418 0.1098 -0.2269 0.2078 0.0768 0.7183 -0.6443 -0.0946 -0.0494 -0.0511 -0.0563 -0.3539 0.9365 -0.3567 -0.0764 -0.0493 -0.0527 -0.0586 -0.0937 -0.3466 -0.0620 -0.0395 -0.0544 -0.0611 -0.1115 0.1102 0.1169 0.1154 0.1039 0.0434 0.0982 0.1130 0.1119 0.1090 0.0935 0.1217 0.1248 0.1266 0.1248 -0.4123 0.8694 -1.0054 -1.0824 0.5116 0.9001 -1.4828 0.5850 0.9088 0.0418 0.0039 0.0296 0.0627 1.3456 -0.3450 -0.1085 -0.0648 -0.0607 -0.0705 -0.1472 -0.3694 -0.1078 -0.0650 -0.0614 -0.0657 -0.1343 -0.3784 -0.1129 -0.0767 -0.0733 -0.0655 -0.1442 0.0944 0.1129 0.1159 0.1192 0.1024 0.0993 0.1124 0.1125 0.1125 0.1019 0.0978 0.1145 0.1151 0.1155 0.1046

---

(3)
DFT (the ωB97M-V functional and the def2-TZVPD basis) results for C22H58N7O11Sr as an isolated structure at a distorted geometry.

Values from the calculation:
- DFT total energy: -2114.43546 Eh
- Energy above the lowest of the compared OMol25 structures with the same formula, charge and spin: 0.858 eV
- Max |F|: 6.40 eV/A
- E_HOMO: -9.76 eV
- LUMO: -3.9 eV

The geometry in ORCA input format:
```
! wB97M-V def2-TZVPD RIJCOSX def2/J DEFGRID3
* xyz 1 1
Sr 1.65698 0.79051 3.81721
C -1.59008 0.52716 0.67869
C -0.47682 0.68217 1.67889
O -0.56652 1.35655 2.72358
O 0.56790 0.11747 1.43941
H -1.51885 -0.43925 0.17960
H -1.63526 1.30558 -0.08297
H -2.50435 0.56341 1.27104
C -4.05310 2.02441 3.18841
O -3.73723 2.81951 2.37282
N -5.22980 1.88442 3.68022
N -3.22825 1.17587 3.73702
H -5.49310 1.01502 4.12172
H -5.94024 2.50697 3.32273
H -2.26167 1.31052 3.47685
H -3.41021 0.54479 4.50431
C -0.12472 4.57209 -1.17776
O 0.07821 5.69971 -0.80711
N 0.49159 4.05112 -2.22366
N -0.76784 3.78338 -0.42336
H 1.18257 4.65554 -2.64473
H 0.54022 3.05258 -2.36738
H -0.67658 2.78933 -0.57709
H -0.98273 4.07540 0.51932
C 6.30181 2.14496 -0.09122
O 5.33023 1.57516 -0.90454
C 4.00799 2.09930 -0.90168
C 3.09141 1.24547 -1.74771
N 2.57480 0.06898 -1.07384
C 1.85971 -0.79887 -2.02370
C 1.66232 -2.26902 -1.50368
O 0.79865 -3.02364 -2.27911
C -0.58137 -2.87462 -2.16470
H 6.43020 3.20603 -0.30508
H 7.27727 1.66769 -0.18510
H 6.01343 2.02057 0.95255
H 3.97352 3.15531 -1.16956
H 3.62804 2.12149 0.11972
H 3.62603 0.93084 -2.64398
H 2.21805 1.79298 -2.10209
H 1.91292 0.22933 -0.32798
H 2.27102 -0.90719 -3.02729
H 0.84955 -0.41655 -2.17035
H 1.46423 -2.33242 -0.43371
H 2.53734 -2.91732 -1.55011
H -0.90503 -1.86840 -2.43088
H -0.78736 -3.17184 -1.13643
H -1.07689 -3.56591 -2.84639
C -0.96845 1.26085 -3.82133
O -0.71375 -0.11142 -4.15327
C -0.58561 -0.36403 -5.50354
C -0.12563 -1.76843 -5.80053
N -1.24740 -2.65806 -6.02397
C -0.76199 -4.00168 -6.24335
C -1.79615 -5.07066 -6.46398
O -2.69365 -5.31357 -5.33642
C -3.94744 -5.87607 -5.68851
H -0.01649 1.76811 -3.97814
H -1.24230 1.44658 -2.78277
H -1.76256 1.67277 -4.44407
H 0.17833 0.30165 -5.90525
H -1.51782 -0.09952 -6.00267
H 0.65213 -2.05584 -5.09301
H 0.45018 -1.66381 -6.72010
H -2.04809 -2.51788 -5.42452
H -0.22956 -4.20680 -5.31463
H -0.01625 -4.11144 -7.03072
H -1.36628 -6.06405 -6.59240
H -2.46349 -4.88669 -7.30596
H -4.52521 -5.20082 -6.31964
H -4.52160 -5.98293 -4.76818
H -3.78135 -6.87433 -6.09345
C 2.09249 3.57389 5.74787
O 1.23179 2.43757 5.59892
C 0.35809 2.15697 6.66452
C -0.59792 1.06333 6.33274
N 0.20572 -0.07734 5.83352
C -0.58361 -1.22855 5.50226
C 0.23223 -2.30990 4.82765
O 1.06816 -1.90009 3.80102
C 1.59873 -2.86469 2.94210
H 2.91809 3.59537 5.03650
H 2.54727 3.66395 6.73437
H 1.59930 4.52903 5.56740
H -0.29831 2.98207 6.94103
H 0.90379 1.88954 7.56940
H -1.26734 1.32556 5.51346
H -1.27164 0.76402 7.13562
H 0.98441 -0.41248 6.38255
H -1.48045 -0.99267 4.92944
H -0.95827 -1.54199 6.47667
H -0.33020 -3.09659 4.32476
H 0.87749 -2.77923 5.57027
H 0.85028 -3.51172 2.48462
H 2.34034 -3.45009 3.48563
H 2.03743 -2.22720 2.17447
O -1.49739 4.31359 2.24166
H -0.95164 3.56348 2.47772
H -2.35639 3.93561 2.05333
*
```

Löwdin atomic charges, in units of e: 1.7000 0.0454 -0.7639 -0.1780 -0.0796 0.0882 0.0676 0.0731 -0.8000 0.0850 0.1832 0.1683 0.1199 0.1329 0.0497 0.1073 -0.8063 0.0493 0.1739 0.1881 0.1203 0.0500 0.0716 0.0675 -0.1238 -0.1801 -0.2072 -0.2019 -0.0500 -0.1664 -0.2178 -0.1998 -0.0981 0.0886 0.0917 0.0721 0.1229 0.1032 0.1294 0.0910 0.0644 0.1246 0.0913 0.0974 0.1229 0.0687 0.0842 0.0873 -0.0762 -0.2195 -0.2496 -0.2147 -0.0494 -0.2173 -0.1870 -0.2242 -0.1192 0.0744 0.0700 0.0973 0.1204 0.1289 0.1159 0.1193 0.1206 0.1110 0.1279 0.1218 0.1157 0.0857 0.0831 0.0865 -0.0529 -0.3500 -0.2097 -0.1592 -0.1684 -0.1859 -0.2016 -0.3081 -0.0645 0.0918 0.1052 0.1100 0.1480 0.1416 0.1089 0.1421 0.1302 0.1247 0.1354 0.1389 0.1344 0.1086 0.1051 0.0905 -0.0514 0.0052 0.0017

---

(4)
DFT (the ωB97M-V functional and the def2-TZVPD basis) results for H3O2PS2 as an isolated structure at a distorted geometry.

Values from the calculation:
- DFT total energy: -1289.95064 Eh
- Energy above the lowest of the compared OMol25 structures with the same formula, charge and spin: 3.570 eV
- Max |F|: 2.93 eV/A
- E_HOMO (alpha / beta): -9.10 / -8.90 eV
- LUMO (alpha / beta): -2.3 / -2.1 eV

The geometry in ORCA input format:
```
! wB97M-V def2-TZVPD RIJCOSX def2/J DEFGRID3
* xyz 0 1
O -0.40401 -0.13160 1.47016
O 1.09257 0.81331 -0.04149
P -0.41912 0.60092 0.07056
S -1.07799 3.30006 0.56041
S -0.60642 -1.15702 -1.18227
H -1.25883 -0.50878 1.50515
H 1.48802 1.53613 0.38413
H -1.02352 -0.17227 -2.06142
*
```

natural (NBO) atomic charges, in units of e: -0.9772 -1.0165 1.4635 -0.3331 -0.3103 0.4896 0.5273 0.1566